1.
C22H29N2OS | ωB97M-V with the def2-TZVPD basis set

Each line ends with the natural charge from an NBO analysis.
Cartesian coordinates (Å):
C (5.63, 3.52, -0.60)  -0.744
S (4.11, 3.41, 0.38)  0.293
C (3.75, 1.70, 0.44)  -0.146
C (4.47, 0.71, -0.22)  -0.264
C (4.08, -0.61, -0.12)  -0.126
C (2.99, -0.98, 0.65)  -0.123
C (2.54, -2.42, 0.74)  -0.229
N (1.20, -2.56, 0.14)  -0.421
C (0.55, -3.86, 0.43)  -0.223
C (-0.76, -3.99, -0.36)  -0.418
C (-1.31, -2.63, -0.83)  -0.296
C (-1.67, -1.72, 0.34)  0.697
O (-0.80, -1.30, 1.11)  -0.686
N (-2.95, -1.41, 0.48)  -0.550
C (-3.42, -0.45, 1.47)  -0.249
C (-3.52, 0.92, 0.86)  -0.083
C (-2.37, 1.69, 0.71)  -0.161
C (-2.44, 2.94, 0.13)  -0.213
C (-3.65, 3.45, -0.32)  -0.001
C (-3.73, 4.82, -0.93)  -0.632
C (-4.79, 2.68, -0.17)  -0.205
C (-4.73, 1.42, 0.41)  -0.193
C (-0.26, -1.93, -1.72)  -0.418
C (1.17, -2.30, -1.31)  -0.234
C (2.27, 0.01, 1.32)  -0.194
C (2.65, 1.33, 1.22)  -0.217
H (6.42, 2.94, -0.12)  0.226
H (5.90, 4.57, -0.61)  0.249
H (5.45, 3.18, -1.61)  0.222
H (5.33, 0.96, -0.82)  0.226
H (4.65, -1.37, -0.65)  0.208
H (3.24, -3.08, 0.22)  0.222
H (2.48, -2.73, 1.78)  0.232
H (0.53, -1.84, 0.61)  0.496
H (0.35, -3.90, 1.50)  0.231
H (1.23, -4.67, 0.17)  0.225
H (-0.60, -4.60, -1.25)  0.229
H (-1.50, -4.50, 0.25)  0.243
H (-2.21, -2.82, -1.42)  0.236
H (-3.63, -1.72, -0.21)  0.412
H (-2.70, -0.46, 2.29)  0.238
H (-4.40, -0.79, 1.84)  0.221
H (-1.42, 1.32, 1.07)  0.208
H (-1.54, 3.53, 0.02)  0.213
H (-4.48, 4.85, -1.72)  0.224
H (-2.77, 5.13, -1.33)  0.220
H (-4.03, 5.54, -0.17)  0.231
H (-5.75, 3.06, -0.51)  0.218
H (-5.63, 0.84, 0.52)  0.210
H (-0.40, -0.85, -1.65)  0.235
H (-0.41, -2.21, -2.76)  0.242
H (1.85, -1.48, -1.53)  0.251
H (1.52, -3.19, -1.83)  0.214
H (1.43, -0.26, 1.94)  0.223
H (2.10, 2.10, 1.74)  0.229

- Energy relative to the best compared isomer or geometry (same formula, charge and spin): 0.0 kcal/mol
- Strongest force on any atom: 0.763 eV/Å
- Net charge: +1
- LUMO energy: -2.060 eV
- Calculated total energy: -39143.384 eV
- E_HOMO: -10.55 eV
- Kohn-Sham gap: 8.494 eV

2.
C46H49IN7SbTi | ωB97M-V with the def2-TZVPD basis set

Each line ends with the Löwdin spin population.
Cartesian coordinates (Å):
Ti (-0.46, 0.22, -0.90)  0.416
C (0.35, -1.00, 3.68)  0.000
C (-1.04, -0.44, 3.67)  0.002
C (-1.83, -0.50, 4.82)  0.001
C (-3.11, 0.02, 4.79)  0.002
C (-3.56, 0.61, 3.62)  0.006
C (-2.71, 0.63, 2.53)  0.011
N (-1.49, 0.13, 2.55)  0.004
Sb (-3.32, 1.58, 0.68)  0.096
C (-1.75, 3.04, 1.04)  0.005
C (-2.12, 4.38, 1.06)  0.005
C (-1.27, 5.29, 1.67)  0.001
C (-0.13, 4.81, 2.29)  0.003
C (0.17, 3.45, 2.22)  0.000
C (1.34, 2.87, 2.95)  0.000
N (-0.62, 2.60, 1.57)  0.002
C (-2.54, -0.16, -0.48)  0.065
C (-3.55, -0.71, -1.31)  0.067
C (-3.74, -2.07, -1.34)  0.048
C (-2.94, -2.88, -0.52)  0.093
C (-1.88, -2.32, 0.16)  0.021
C (-0.91, -3.13, 0.96)  0.002
N (-1.69, -0.99, 0.17)  0.112
H (0.40, -1.86, 4.35)  0.000
H (1.05, -0.25, 4.06)  0.000
H (0.66, -1.30, 2.69)  0.000
H (-1.44, -0.96, 5.71)  0.000
H (-3.74, -0.02, 5.67)  0.000
H (-4.55, 1.03, 3.54)  0.002
H (-3.06, 4.68, 0.62)  0.001
H (-1.53, 6.34, 1.70)  0.000
H (0.52, 5.48, 2.84)  0.000
H (1.45, 3.35, 3.92)  0.000
H (2.26, 2.99, 2.40)  0.000
H (1.16, 1.81, 3.09)  0.000
H (-4.19, -0.05, -1.89)  0.003
H (-4.51, -2.50, -1.96)  0.001
H (-3.15, -3.94, -0.44)  0.004
H (-1.02, -4.20, 0.78)  0.000
H (-1.07, -2.94, 2.02)  0.000
H (0.10, -2.83, 0.69)  0.000
I (-1.95, 3.00, -2.46)  0.000
C (-1.09, 1.00, -2.73)  -0.004
H (-0.31, 1.12, -3.48)  0.000
H (-1.91, 0.46, -3.23)  0.002
C (2.82, 5.31, -2.27)  0.000
N (1.59, 4.53, -2.07)  0.000
C (1.05, 4.75, -0.72)  0.000
C (1.80, 3.05, -2.36)  0.001
C (2.17, 2.23, -1.15)  0.003
C (3.48, 2.29, -0.68)  0.000
C (3.87, 1.54, 0.41)  0.004
C (2.94, 0.74, 1.05)  0.001
C (1.64, 0.67, 0.57)  0.004
C (1.21, 1.40, -0.56)  -0.005
H (2.63, 6.36, -2.08)  0.000
H (3.19, 5.20, -3.29)  0.000
H (3.58, 4.96, -1.58)  0.000
H (0.89, 4.86, -2.73)  0.000
H (1.76, 4.41, 0.02)  0.000
H (0.12, 4.19, -0.60)  0.000
H (0.84, 5.80, -0.57)  0.000
H (2.57, 2.98, -3.13)  0.000
H (0.87, 2.67, -2.75)  0.000
H (4.22, 2.90, -1.19)  0.000
H (4.90, 1.57, 0.76)  0.000
H (3.24, 0.15, 1.91)  0.000
H (0.90, 0.04, 1.08)  0.000
N (0.20, -1.28, -1.72)  -0.023
C (0.05, -2.11, -2.64)  0.026
C (-0.67, -1.88, -3.93)  0.003
C (-1.89, -2.51, -4.16)  0.002
C (-2.53, -2.36, -5.37)  0.001
C (-1.96, -1.58, -6.36)  0.000
C (-0.73, -0.97, -6.15)  0.000
C (-0.09, -1.12, -4.93)  0.001
C (0.61, -3.50, -2.60)  0.003
C (1.82, -3.76, -3.23)  0.001
C (2.34, -5.03, -3.24)  0.000
C (1.64, -6.08, -2.65)  0.000
C (0.42, -5.83, -2.05)  0.000
C (-0.10, -4.55, -2.02)  0.004
H (-2.33, -3.12, -3.38)  0.000
H (-3.47, -2.85, -5.55)  0.000
H (-2.46, -1.48, -7.32)  0.000
H (-0.28, -0.38, -6.93)  0.000
H (0.89, -0.68, -4.75)  0.000
H (2.34, -2.95, -3.72)  0.000
H (3.29, -5.22, -3.72)  0.000
H (2.04, -7.08, -2.68)  0.000
H (-0.13, -6.64, -1.59)  0.000
H (-1.06, -4.36, -1.58)  0.003
N (6.26, -2.29, -3.47)  0.000
C (5.10, -1.73, -3.05)  0.000
C (4.49, -2.11, -1.84)  0.000
C (3.33, -1.47, -1.45)  0.000
N (2.74, -0.50, -2.13)  0.000
C (3.32, -0.15, -3.28)  0.000
C (4.47, -0.72, -3.78)  0.000
H (6.61, -3.11, -3.02)  0.000
H (6.59, -2.10, -4.40)  0.000
H (4.92, -2.90, -1.25)  0.000
H (2.84, -1.76, -0.53)  0.000
H (2.81, 0.63, -3.84)  0.000
H (4.88, -0.41, -4.73)  0.000

- Energy relative to the best compared isomer or geometry (same formula, charge and spin): 56.1 kcal/mol
- Strongest force on any atom: 1.462 eV/Å
- Net charge: +1
- Multiplicity: 2
- LUMO energy (alpha / beta): -2.039 / -2.836 eV
- Calculated total energy: -96673.498 eV
- E_HOMO (alpha / beta): -8.40 / -10.25 eV
- Kohn-Sham gap (alpha / beta): 6.360 / 7.416 eV

3.
C4H6Cl2OS | ωB97M-V with the def2-TZVPD basis set

Each line ends with the natural charge from an NBO analysis.
Cartesian coordinates (Å):
C (0.03, 0.08, 0.10)  -0.238
C (0.38, -1.37, -0.07)  -0.290
C (1.25, 0.98, 0.38)  -0.627
C (-1.10, 0.68, -0.71)  -0.623
O (-2.00, -1.36, 1.30)  -0.933
S (-0.65, -0.94, 1.51)  1.197
Cl (-0.55, -2.27, -1.19)  0.068
Cl (2.00, -1.95, 0.12)  0.051
H (1.10, 1.66, 1.19)  0.227
H (1.32, 1.54, -0.63)  0.231
H (2.21, 0.36, 0.67)  0.241
H (-2.07, 0.56, -0.31)  0.245
H (-1.04, 0.21, -1.65)  0.232
H (-0.88, 1.82, -0.72)  0.219

- Energy relative to the best compared isomer or geometry (same formula, charge and spin): 32.9 kcal/mol
- Strongest force on any atom: 3.960 eV/Å
- LUMO energy: 0.565 eV
- Calculated total energy: -42170.848 eV
- E_HOMO: -9.19 eV
- Kohn-Sham gap: 9.759 eV

4.
C18H16N2O6 | ωB97M-V with the def2-TZVPD basis set

Each line ends with the natural charge from an NBO analysis.
Cartesian coordinates (Å):
O (0.81, 1.20, 3.99)  -0.616
C (-0.11, 0.45, 4.17)  0.803
O (-1.28, 0.85, 4.68)  -0.675
C (-0.12, -1.01, 3.81)  -0.511
C (-0.37, -1.13, 2.29)  -0.166
N (0.59, -0.36, 1.54)  -0.617
C (0.20, 0.69, 0.77)  0.684
O (-0.96, 0.97, 0.58)  -0.630
C (1.33, 1.48, 0.19)  -0.075
C (2.27, 2.05, 1.04)  -0.198
C (3.24, 2.90, 0.53)  -0.216
C (3.26, 3.19, -0.83)  -0.189
C (2.34, 2.62, -1.68)  -0.229
C (1.37, 1.75, -1.18)  0.154
N (0.45, 1.15, -2.06)  -0.594
C (0.03, -0.13, -1.97)  0.697
O (0.48, -0.91, -1.14)  -0.670
C (-1.00, -0.54, -2.95)  -0.087
C (-1.91, -1.52, -2.56)  -0.168
C (-2.90, -1.94, -3.43)  -0.207
C (-2.98, -1.39, -4.70)  -0.188
C (-2.07, -0.43, -5.10)  -0.213
C (-1.08, 0.00, -4.24)  -0.203
C (-0.39, -2.62, 1.87)  0.785
O (-0.65, -3.48, 2.67)  -0.585
O (-0.16, -2.87, 0.60)  -0.689
H (-1.27, 1.80, 4.86)  0.500
H (0.85, -1.45, 4.05)  0.235
H (-0.91, -1.54, 4.34)  0.260
H (-1.35, -0.71, 2.04)  0.267
H (1.57, -0.52, 1.70)  0.410
H (2.22, 1.86, 2.10)  0.245
H (3.96, 3.35, 1.19)  0.219
H (4.01, 3.87, -1.23)  0.218
H (2.36, 2.83, -2.74)  0.214
H (0.11, 1.72, -2.82)  0.411
H (-1.83, -1.94, -1.57)  0.232
H (-3.61, -2.69, -3.12)  0.221
H (-3.75, -1.72, -5.38)  0.218
H (-2.12, -0.02, -6.10)  0.218
H (-0.36, 0.72, -4.58)  0.203
H (0.08, -2.09, 0.04)  0.532

- Energy relative to the best compared isomer or geometry (same formula, charge and spin): 4.1 kcal/mol
- Strongest force on any atom: 0.799 eV/Å
- LUMO energy: 0.241 eV
- Calculated total energy: -34193.375 eV
- E_HOMO: -9.23 eV
- Kohn-Sham gap: 9.469 eV